Entry 1:
Entry from the OMol25 dataset: a 3-piece molecular cluster, C16H39BFNO7S overall (wB97M-V/def2-TZVPD).

Results
Largest force on an atom: 0.9 eV Å⁻¹
ΔE to the lowest compared entry with this formula, charge and spin: 0.0 kJ/mol
LUMO energy: 0.412 eV
HOMO level: -0.3056 Ha
SMILES: CCSC[C@@H](COC)N(CCF)B(O)O.COCCOC.COCCOC

Positions of all 66 atoms, in Å:
C 0.49339 -0.97895 -0.76150
C 0.54697 -1.55102 -2.17321
S -0.29238 -0.48597 -3.37976
C 1.08550 -0.05504 -4.46992
C 2.18613 0.79314 -3.82619
C 3.41864 0.83288 -4.75032
O 3.28816 1.85798 -5.70484
C 4.52543 2.28755 -6.22239
N 1.70232 2.08801 -3.33976
C 0.86294 2.85933 -4.24956
C 0.37115 4.15339 -3.63818
F -0.22590 3.95193 -2.40376
B 2.68097 2.86212 -2.55929
O 3.88438 3.29575 -3.08262
O 2.40607 3.22690 -1.26685
H 1.10656 -1.57313 -0.08085
H 0.85474 0.05060 -0.77813
H -0.53233 -0.97488 -0.39338
H 0.10786 -2.54776 -2.21128
H 1.58641 -1.65645 -2.48847
H 0.62591 0.46063 -5.31208
H 1.53074 -0.97752 -4.84193
H 2.50641 0.24392 -2.93120
H 4.33447 0.95707 -4.16169
H 3.50533 -0.13412 -5.26787
H 5.08004 1.45950 -6.67992
H 5.14036 2.73030 -5.43251
H 4.31826 3.03815 -6.98205
H 1.38679 3.13499 -5.17314
H -0.01782 2.28232 -4.54007
H -0.38644 4.57973 -4.29913
H 1.16954 4.89329 -3.52537
H 4.61217 3.16766 -2.47281
H 1.83643 2.59216 -0.82504
C -5.45205 -3.47570 1.33549
O -4.58501 -3.49045 2.45245
C -3.29433 -4.00039 2.16561
C -2.27373 -2.89633 2.00373
O -2.53035 -2.10188 0.85675
C -3.13024 -0.85474 1.15746
H -6.34491 -2.92597 1.62831
H -4.99310 -2.98276 0.47449
H -5.74250 -4.49287 1.04953
H -3.31883 -4.61807 1.26121
H -2.99590 -4.63712 3.00430
H -1.28393 -3.34865 1.87629
H -2.24640 -2.27145 2.90241
H -2.42336 -0.19203 1.66900
H -4.01680 -0.97649 1.78479
H -3.41833 -0.39961 0.21105
C 0.18798 1.66588 6.04862
O -0.02540 0.65358 7.01331
C -1.33496 0.11337 6.99395
C -1.37947 -1.23002 6.29995
O -1.08321 -1.11895 4.91779
C 0.23591 -1.50429 4.58057
H 1.25322 1.89005 6.04772
H -0.11213 1.34115 5.04880
H -0.36334 2.57678 6.30607
H -2.02838 0.80475 6.50360
H -1.65902 -0.01358 8.03127
H -2.38770 -1.64506 6.39116
H -0.68180 -1.92015 6.78603
H 0.36141 -2.58824 4.68246
H 0.97749 -0.99739 5.20272
H 0.38997 -1.22782 3.53818

Atoms 1-3, force components in eV/Å:
C -0.1 0.0 -0.2
C 0.2 0.0 0.1
S -0.1 0.0 -0.1

---

Entry 2:
Entry from the OMol25 dataset: C16H39N3O2RuSi3 as an isolated structure in a non-equilibrium geometry (wB97M-V/def2-TZVPD).

Results
Largest force on an atom: 2.4 eV Å⁻¹
Spin multiplicity: 2
LUMO energy (alpha / beta): -3.132 / -3.629 eV
<S²>: 0.77
Total charge: +1
HOMO level (alpha / beta): -0.3829 / -0.4105 Ha

Positions of all 64 atoms, in Å:
Ru -0.34414 -0.44978 0.20431
N 0.12206 3.36470 1.57102
C -0.39266 2.19026 1.23490
O 0.19159 1.12237 1.53619
C -1.63888 2.07545 0.42687
C -1.29611 1.14776 -0.74706
H 0.97361 3.39831 2.10976
H -0.36488 4.22219 1.37734
H -2.06626 3.03594 0.13060
H -2.35967 1.57040 1.07620
H -0.61781 1.61133 -1.46715
H -2.21237 0.84813 -1.25828
C 2.60186 1.20884 -0.40055
O 1.85611 0.02034 -0.20565
Si 2.42745 -1.48751 0.29955
C 3.80462 -2.15922 -0.76058
C 3.01020 -1.28520 2.05885
C 0.81946 -2.35798 -0.00807
Si 0.13843 -3.37088 1.40501
C 1.44524 -4.65229 1.84862
C -0.15911 -2.27618 2.92436
C -1.44162 -4.33078 1.02424
Si 0.29483 -2.42672 -1.80099
C 0.95553 -3.98655 -2.60834
C -1.58084 -2.37069 -2.06984
C 0.94039 -1.00722 -2.86872
H 3.45931 1.01298 -1.04686
H 2.95122 1.60681 0.55515
H 1.96397 1.94847 -0.88468
H 4.76823 -1.69066 -0.54981
H 3.59548 -2.04217 -1.82349
H 3.91319 -3.22828 -0.56156
H 4.03384 -0.90305 2.06356
H 3.01199 -2.21875 2.62105
H 2.37807 -0.57232 2.59157
H 2.46469 -4.26360 1.82559
H 1.39956 -5.49130 1.15111
H 1.26423 -5.04628 2.85193
H 0.61628 -2.45389 3.67108
H -1.12217 -2.50793 3.38426
H -0.15649 -1.20106 2.72064
H -1.78702 -4.21967 -0.00290
H -2.24490 -4.01944 1.69597
H -1.26981 -5.39466 1.19382
H 0.50323 -4.88260 -2.17696
H 2.03469 -4.05722 -2.46270
H 0.75742 -3.99704 -3.68206
H -2.13638 -3.12367 -1.51268
H -1.72820 -2.55542 -3.13766
H -2.02070 -1.39334 -1.85695
H 2.02443 -1.03510 -2.97767
H 0.67788 -0.01392 -2.50781
H 0.50291 -1.12333 -3.86418
C -5.27722 -1.38010 -0.63841
N -4.42553 -1.99077 0.38484
C -4.96967 -3.07087 1.21135
C -3.25726 -1.48354 0.63310
N -2.21765 -1.03534 0.88639
H -5.53388 -2.12814 -1.38768
H -4.73923 -0.56746 -1.12002
H -6.18800 -0.98878 -0.18436
H -5.72059 -3.59313 0.62271
H -5.43157 -2.67494 2.11620
H -4.18230 -3.77316 1.47343

Atoms 1-3, force components in eV/Å:
Ru 1.2 0.4 2.1
N 0.0 0.0 0.2
C 0.0 -0.1 0.0

---

Entry 3:
Entry from the OMol25 dataset: a 4-piece molecular cluster, C16H39N4O4 overall (wB97M-V/def2-TZVPD).

Results
Largest force on an atom: 0.7 eV Å⁻¹
LUMO energy: -3.715 eV
Total charge: +1
HOMO level: -0.4357 Ha

Positions of all 63 atoms, in Å:
C 0.44686 4.37307 -1.09418
N -0.86083 4.33536 -1.76965
C -1.82024 3.48112 -1.23994
N -2.26556 3.57088 0.06696
C -1.42710 3.06178 1.15825
C -1.10022 1.59302 0.99172
O -1.77154 0.87347 0.28555
N -2.38806 2.63799 -2.04222
C -2.18845 2.51173 -3.49356
C -0.89722 1.80596 -3.86239
C 0.36376 2.59710 -4.10097
N -0.98421 0.54101 -3.95359
H 0.69448 3.40375 -0.67385
H 0.47819 5.10112 -0.28385
H 1.21761 4.63605 -1.81062
H -1.24737 5.26530 -1.87013
H -3.21442 3.23367 0.15381
H -0.52766 3.64553 1.32248
H -2.01258 3.14572 2.07396
H -0.23132 1.22457 1.55200
H -3.03190 1.98220 -1.61947
H -2.99925 1.88341 -3.84644
H -2.29100 3.48348 -3.96794
H 0.93619 2.15903 -4.91037
H 0.97023 2.56259 -3.19626
H 0.14213 3.64088 -4.29874
H -0.08331 0.15103 -4.22867
C 2.39891 1.54352 5.27585
C 1.47517 0.71135 4.40333
C 1.96881 -0.71605 4.24634
O 1.32045 1.33014 3.11295
H 3.39634 1.59754 4.83099
H 2.02389 2.56234 5.37563
H 2.49349 1.10973 6.27072
H 0.47467 0.70401 4.83682
H 2.95334 -0.72394 3.77221
H 1.29239 -1.29584 3.61778
H 2.05068 -1.21347 5.21202
H 2.19079 1.35431 2.70168
C 3.24713 -4.05787 1.33798
C 3.58228 -3.82097 2.80339
C 4.96545 -4.34526 3.15756
O 2.59030 -4.40645 3.64423
H 3.24532 -5.12803 1.11658
H 2.25384 -3.67168 1.10528
H 3.97317 -3.57539 0.68168
H 3.53800 -2.75434 3.01310
H 5.01650 -5.42441 2.99215
H 5.18588 -4.16201 4.20907
H 5.73808 -3.87023 2.55147
H 2.59715 -5.35679 3.49334
C -4.93675 -2.62463 -2.97276
C -3.69051 -3.09817 -3.70475
C -2.46762 -3.07982 -2.80397
O -3.45167 -2.29927 -4.86357
H -4.80295 -1.59485 -2.62619
H -5.80081 -2.64172 -3.63661
H -5.15078 -3.25104 -2.10608
H -3.85605 -4.10788 -4.08100
H -2.27293 -2.05821 -2.46326
H -1.58725 -3.41588 -3.35207
H -2.59577 -3.71671 -1.92771
H -3.26615 -1.40282 -4.56609

Atoms 1-3, force components in eV/Å:
C 0.1 0.3 0.3
N 0.4 -0.4 0.0
C -0.4 0.2 0.4

---

Number 1: DFT total energy -47275.99023 eV. Number 2: DFT total energy -52001.45547 eV. Number 3: DFT total energy -31367.63285 eV.